Entry 1:
{
  "formula": "C5H7F4InO4",
  "method": "wB97M-V/def2-TZVPD",
  "total_energy_ha": -1085.1292,
  "charge": -2,
  "spin_multiplicity": 1,
  "elements": ["O", "C", "O", "In", "F", "C", "C", "C", "F", "F", "F", "C", "O", "O", "H", "H", "H", "H", "H", "H", "H"],
  "positions_angstrom": [[3.04955, 2.54089, 0.04733], [1.85876, 2.67267, 0.49638], [1.49521, 3.87730, 1.04056], [0.35780, 0.93804, 0.45032], [0.58981, -0.06342, 2.27352], [0.88522, -0.27498, -1.38363], [0.38497, -1.79757, -1.39712], [0.38616, -2.53042, 0.00235], [1.56084, -2.40242, 0.73252], [-0.76442, -2.23282, 0.77080], [0.26734, -3.93708, -0.27033], [-1.75337, 1.78868, 0.24601], [-2.74801, 0.77428, 0.62438], [-2.50393, 0.54238, 1.96130], [0.36384, 0.23976, -2.26994], [1.99905, -0.25283, -1.65352], [1.12287, -2.37737, -2.05976], [-0.63172, -1.94771, -1.89952], [-1.81113, 2.65224, 0.99745], [-1.88444, 2.17697, -0.81069], [-2.22443, -0.38660, 2.10158]],
  "forces_ev_per_a": [[-1.8, -0.7, 0.3], [1.2, 4.0, 1.2], [0.2, -3.9, -1.6], [0.8, 1.6, 0.1], [-0.3, -0.1, -0.5], [-0.3, -1.0, -1.1], [1.0, 0.0, -0.5], [-0.4, -0.7, -0.7], [-2.6, -0.1, -1.2], [2.6, -0.5, -1.1], [0.1, 1.8, 0.7], [1.1, 0.5, 0.7], [-0.4, 0.6, -2.0], [-0.1, -0.4, 2.4], [0.6, -0.6, 1.2], [-1.5, 0.0, 0.7], [-1.0, 0.3, 1.1], [1.2, 0.3, 1.1], [-0.2, -1.0, -1.2], [-0.5, -0.7, 1.2], [0.2, 0.5, -0.9]],
  "lowdin_charge": [-0.247, -0.694, -0.339, 0.845, -0.533, -0.270, -0.204, -0.462, 0.086, 0.044, -0.011, -0.254, -0.312, -0.120, 0.032, 0.043, 0.106, 0.116, 0.051, 0.038, 0.085]
}

Entry 2:
{
  "formula": "C23H29I2N3O5",
  "method": "wB97M-V/def2-TZVPD",
  "total_energy_ha": -2028.9942,
  "spin_multiplicity": 1,
  "smiles": "CC(=O)OCCC[C@](C#N)(c1ccncc1)[C@@](C#N)(CCOC=O)[C@H](I)[C@H](C)I.CC(C)=O",
  "elements": ["C", "C", "O", "O", "C", "C", "C", "C", "C", "N", "C", "C", "C", "N", "C", "C", "C", "C", "N", "C", "C", "O", "C", "O", "C", "I", "C", "C", "I", "H", "H", "H", "H", "H", "H", "H", "H", "H", "H", "H", "H", "H", "H", "H", "H", "H", "H", "H", "H", "H", "H", "H", "C", "C", "C", "O", "H", "H", "H", "H", "H", "H"],
  "positions_angstrom": [[-2.45919, 2.17050, -1.47432], [-0.99458, 2.81366, -1.11399], [-0.87430, 3.41198, 0.09416], [0.18895, 2.85256, -1.98671], [0.69528, 1.50918, -2.30807], [2.00856, 1.04958, -1.40322], [1.94807, -0.59677, -1.10119], [1.73091, -0.96507, 0.46803], [0.45614, -0.00955, 0.98461], [-0.63885, 0.59051, 1.34957], [3.04466, -0.31981, 1.28153], [2.95223, 0.16448, 2.88041], [4.30597, 0.78536, 3.56547], [5.65356, 0.98530, 2.92896], [5.71715, 0.58850, 1.47997], [4.52501, -0.06162, 0.56147], [1.58551, -2.52293, 0.87700], [3.09666, -2.98753, 1.44268], [4.29438, -3.28498, 1.85652], [0.64790, -2.61079, 2.26059], [0.73745, -4.07228, 3.01167], [-0.23835, -3.99944, 4.14990], [-1.59091, -4.36502, 3.70261], [-2.13700, -5.56706, 3.94308], [1.22693, -3.61358, -0.25578], [2.92009, -4.08721, -1.63675], [-0.06946, -3.40298, -1.19364], [-1.39179, -2.72475, -0.52885], [-0.71398, -5.46153, -1.78527], [-3.37291, 2.88327, -1.29849], [-2.45337, 1.68034, -2.56216], [-2.60787, 1.24863, -0.73384], [-0.19447, 0.75009, -2.27154], [1.04188, 1.54682, -3.44986], [2.95376, 1.27951, -2.09484], [2.15447, 1.68694, -0.43409], [1.07744, -0.96388, -1.82927], [2.94406, -1.02048, -1.58710], [1.97450, 0.08474, 3.51786], [4.21244, 1.09113, 4.71610], [6.76656, 0.74731, 0.93260], [4.73936, -0.35157, -0.55126], [1.00008, -1.81305, 3.07623], [-0.48211, -2.39306, 2.07128], [1.78190, -4.28543, 3.52887], [0.37431, -4.98004, 2.35431], [-2.21446, -3.50512, 3.15758], [1.06562, -4.65455, 0.31047], [0.13289, -2.87629, -2.24578], [-2.30306, -2.96730, -1.26184], [-1.63443, -3.30622, 0.46508], [-1.37688, -1.56014, -0.42300], [-4.66941, 6.27317, -1.62502], [-5.16004, 5.00091, -2.26284], [-5.80557, 5.10851, -3.61845], [-5.03820, 3.91516, -1.69792], [-4.22676, 6.04302, -0.65007], [-3.90546, 6.73436, -2.25593], [-5.50593, 6.96057, -1.47599], [-5.09217, 5.51786, -4.33816], [-6.69263, 5.74407, -3.55812], [-6.11055, 4.11199, -3.95527]],
  "forces_ev_per_a": [[0.9, -1.7, -0.4], [0.5, 3.4, 6.3], [-0.6, -3.6, -8.0], [-2.3, -1.7, 1.6], [0.3, -0.5, -1.1], [0.1, 0.0, -0.6], [0.1, 0.9, -1.9], [0.9, 2.7, 0.2], [-7.5, 2.8, 2.2], [10.0, -5.5, -3.3], [3.4, 2.3, 2.4], [3.8, 0.4, -2.6], [-0.4, -1.2, -2.6], [-5.1, -2.3, -3.2], [-2.7, -0.8, 0.6], [-1.0, 0.9, 4.3], [1.3, -0.4, 2.0], [8.0, -1.7, 2.5], [-11.1, 2.5, -3.7], [0.1, -0.6, 0.8], [-0.3, 0.1, 0.1], [-2.3, -1.1, -2.1], [-1.9, -5.3, 1.5], [3.9, 8.1, -1.6], [-1.0, -1.2, 0.5], [-0.8, 0.3, 0.8], [-0.7, 1.1, -0.7], [-0.9, -0.9, -0.6], [0.3, 0.9, 0.2], [2.3, -1.1, -0.4], [-0.1, 1.4, 2.3], [0.5, 2.1, -1.4], [1.7, 1.2, 0.2], [-0.8, 0.0, 2.5], [-2.0, -0.6, 1.7], [-0.6, -1.2, -1.8], [1.8, 0.4, 2.0], [-2.2, 0.5, 1.6], [2.1, 0.2, -1.5], [0.4, -0.7, -2.9], [-2.6, -0.3, 1.5], [-0.5, 0.6, 2.5], [-0.6, -1.7, -2.1], [2.3, -0.3, 0.0], [-2.3, 0.5, -1.3], [1.1, 1.8, 1.1], [1.5, -1.8, 1.2], [0.5, 2.5, -1.2], [-0.1, -1.2, 2.6], [2.1, 0.6, 1.6], [0.4, 1.4, -1.8], [0.4, -2.2, 0.1], [0.2, -0.3, 0.4], [0.1, -1.2, 0.7], [-0.1, -0.5, 0.0], [-0.3, 1.3, -0.7], [-0.1, 0.0, -0.2], [-0.2, 0.1, 0.0], [0.1, 0.1, -0.2], [-0.1, 0.2, 0.1], [0.2, 0.1, -0.1], [0.1, 0.2, 0.1]],
  "lowdin_charge": [-0.023, -0.296, -0.050, -0.112, -0.184, -0.132, -0.174, -0.279, -0.080, 0.158, -0.091, 0.017, -0.090, -0.021, -0.088, 0.013, -0.321, -0.172, 0.139, -0.101, -0.144, -0.151, -0.154, -0.023, -0.687, 0.824, -0.776, -0.189, 0.752, 0.066, 0.097, 0.090, 0.113, 0.144, 0.126, 0.127, 0.109, 0.076, 0.087, 0.110, 0.110, 0.092, 0.132, 0.097, 0.154, 0.137, 0.165, 0.065, 0.078, 0.082, 0.074, 0.070, -0.019, -0.474, -0.023, 0.023, 0.090, 0.089, 0.088, 0.088, 0.087, 0.085]
}